[1]
C6H14N2 in the gas phase in a non-equilibrium geometry. Source: the Open Molecules 2025 dataset; level of theory: ωB97M-V with the def2-TZVPD basis set.

Geometry as XYZ:
```
22
Properties=species:S:1:pos:R:3:forces:R:3
C 2.718 0.442 0.054 -0.210 -0.108 0.225
N 1.723 -0.140 -0.459 0.262 1.552 0.635
C 0.594 -0.609 0.379 0.632 0.415 -0.538
N 0.563 -1.983 -0.069 1.050 0.216 -2.905
C -0.697 0.157 0.012 0.013 0.038 0.266
C -0.539 1.616 0.454 -0.034 -0.228 -0.038
C -1.853 -0.502 0.769 0.175 0.088 -0.123
C -0.972 0.107 -1.494 0.235 0.005 0.146
H 3.564 0.702 -0.567 0.115 0.047 -0.170
H 2.788 0.694 1.115 -0.043 -0.043 0.062
H 0.802 -0.522 1.457 -0.079 0.075 -0.143
H 1.101 -1.699 -1.051 -1.797 -2.140 2.515
H 1.261 -2.521 0.438 -0.012 0.031 0.000
H -0.312 1.680 1.519 0.050 0.007 0.096
H 0.261 2.103 -0.101 -0.002 0.096 -0.021
H -1.468 2.159 0.285 -0.033 0.076 -0.060
H -1.895 -1.561 0.528 -0.060 -0.054 0.001
H -2.797 -0.034 0.492 -0.081 0.033 0.000
H -1.724 -0.395 1.846 -0.004 -0.001 0.121
H -1.176 -0.912 -1.815 -0.060 -0.068 -0.055
H -0.117 0.482 -2.054 0.019 -0.001 -0.044
H -1.826 0.737 -1.737 -0.133 -0.036 0.031
```
Forces are in eV/Å.

DFT total energy   -346.4798 hartree
HOMO-LUMO gap   10.359 eV
ΔE to the lowest compared entry with this formula, charge and spin   29.7 kcal/mol

***

[2]
A molecular structure, C6H13NO in a non-equilibrium geometry. Source: the Open Molecules 2025 dataset; level of theory: ωB97M-V with the def2-TZVPD basis set.

Geometry as XYZ:
```
21
Properties=species:S:1:pos:R:3:forces:R:3
C 0.113 -0.653 -0.328 2.083 3.272 4.150
C -1.108 0.056 -0.100 -4.416 -3.755 -3.846
C 1.208 2.006 0.679 -0.088 -0.018 -0.060
C -2.206 -0.996 -1.311 0.448 2.045 1.682
C 0.786 0.639 1.110 1.289 -1.580 -1.139
N 0.828 -0.430 -1.483 0.571 -0.600 -0.667
C 1.028 0.141 2.313 0.244 -0.288 -0.270
O 0.183 -1.903 0.212 -0.416 -0.169 -0.484
H 0.794 -2.459 -0.287 0.172 0.284 0.185
H 0.885 -1.192 -2.142 0.102 0.404 -0.060
H 1.264 0.454 -1.694 -0.254 -0.309 0.073
H -1.203 1.021 -0.573 0.258 0.188 0.361
H -1.601 -0.128 0.841 0.176 0.308 0.148
H 0.346 2.676 0.602 0.001 -0.034 -0.096
H 1.690 1.976 -0.301 0.074 0.145 -0.004
H 1.900 2.469 1.391 -0.014 -0.111 -0.062
H 0.704 -0.853 2.600 0.052 -0.159 -0.152
H 1.701 0.624 3.021 -0.466 0.360 0.153
H -1.971 -0.726 -2.340 0.078 0.015 0.105
H -3.208 -0.655 -1.058 -0.152 -0.141 -0.219
H -2.134 -2.070 -1.151 0.257 0.142 0.202
```
Forces are in eV/Å.

DFT total energy   -366.2477 hartree
HOMO-LUMO gap   7.843 eV
ΔE to the lowest compared entry with this formula, charge and spin   116.8 kcal/mol

***

[3]
C4H5N3 in the gas phase in a non-equilibrium geometry. Source: the Open Molecules 2025 dataset; level of theory: ωB97M-V with the def2-TZVPD basis set.

Geometry as XYZ:
```
12
Properties=species:S:1:pos:R:3:forces:R:3
H -2.828 -0.469 1.186 -1.949 -0.807 0.585
N -1.867 -0.326 1.121 1.448 1.050 2.471
C -1.516 -0.422 -0.038 0.858 0.358 -5.239
N -0.210 0.154 -0.547 -3.960 -2.388 -0.812
C 0.986 -0.620 -0.812 1.272 -3.715 0.261
C 0.864 0.309 0.297 1.203 0.972 2.717
C 1.486 1.565 0.193 1.383 6.000 0.146
N 1.820 2.698 0.159 -0.679 -3.738 0.012
H -2.279 -0.759 -0.894 2.142 0.716 1.377
H 1.212 -1.653 -0.238 -1.169 1.785 -2.093
H 1.535 -0.468 -1.786 -0.633 0.097 1.435
H 0.797 -0.008 1.359 0.084 -0.331 -0.860
```
Forces are in eV/Å.

DFT total energy   -319.5724 hartree
HOMO-LUMO gap   11.411 eV
ΔE to the lowest compared entry with this formula, charge and spin   87.8 kcal/mol

***

[4]
C5H7NO2S in the gas phase in a non-equilibrium geometry. Source: the Open Molecules 2025 dataset; level of theory: ωB97M-V with the def2-TZVPD basis set.

Geometry as XYZ:
```
16
Properties=species:S:1:pos:R:3:forces:R:3
C -2.445 -1.690 -0.352 1.406 3.013 -1.406
O -1.130 -1.099 -0.667 -0.119 -0.540 0.536
C -0.652 -0.086 0.113 2.068 -1.316 -0.625
N -1.393 0.558 0.996 -0.018 1.562 0.546
C -0.691 1.481 1.645 0.482 -2.663 -1.650
S 0.985 1.456 1.304 -0.280 0.363 -0.514
C 0.723 0.282 0.063 -2.065 -0.152 0.476
O 1.664 -0.211 -0.755 -0.750 0.034 0.388
C 2.842 0.565 -0.851 0.091 -2.952 4.097
H -2.983 -0.931 0.186 -0.694 -0.179 0.089
H -2.474 -2.639 0.030 0.981 -2.131 2.227
H -2.788 -1.941 -1.316 -1.086 0.611 -1.406
H -1.169 2.288 2.051 -0.843 1.723 1.699
H 3.376 -0.020 -1.470 2.150 -1.138 -2.852
H 3.441 0.453 0.105 -0.763 0.564 -0.545
H 2.693 1.534 -1.084 -0.559 3.201 -1.059
```
Forces are in eV/Å.

DFT total energy   -798.0520 hartree
HOMO-LUMO gap   8.358 eV
ΔE to the lowest compared entry with this formula, charge and spin   56.4 kcal/mol

***

[5]
A molecular structure, C25H45HfNP2 in a non-equilibrium geometry. Source: the Open Molecules 2025 dataset; level of theory: ωB97M-V with the def2-TZVPD basis set.

Geometry as XYZ:
```
74
Properties=species:S:1:pos:R:3:forces:R:3
Hf -0.336 -0.588 -1.712 -3.358 -0.634 11.285
C -1.955 1.545 0.001 -0.429 -0.843 -0.765
C -2.347 0.652 -1.070 0.543 -0.557 0.776
C -2.133 -0.559 0.918 -0.118 0.634 -1.140
C -1.875 0.798 1.195 -0.123 -0.597 0.172
C -2.460 -0.687 -0.492 0.412 1.114 0.315
C -1.891 3.020 -0.105 0.477 0.492 -0.102
H -1.613 3.340 -1.119 -0.121 -0.041 0.166
H -1.147 3.441 0.586 -0.233 -0.112 -0.161
H -2.861 3.497 0.126 0.252 -0.306 -0.066
C -1.673 1.343 2.564 0.208 0.199 0.098
H -1.632 2.436 2.552 0.065 -0.206 0.061
H -0.741 0.961 3.000 -0.055 0.054 -0.026
H -2.490 1.056 3.239 0.131 -0.042 -0.191
C -2.180 -1.634 1.924 0.260 -0.537 0.550
H -3.044 -1.531 2.600 0.191 0.097 -0.228
H -1.282 -1.615 2.560 -0.216 0.010 -0.118
H -2.251 -2.623 1.463 -0.007 0.099 0.086
C -3.268 -1.793 -1.084 -0.126 -0.582 -0.127
H -4.333 -1.519 -1.175 0.345 -0.056 0.014
H -3.204 -2.691 -0.458 -0.084 0.167 -0.210
H -2.930 -2.083 -2.092 -0.217 -0.064 0.179
C -3.163 1.104 -2.228 -0.258 0.398 -0.467
H -4.135 1.480 -1.869 0.200 -0.102 -0.183
H -3.375 0.293 -2.932 -0.070 0.151 0.066
H -2.681 1.925 -2.773 -0.194 -0.083 0.012
C 1.518 0.431 -2.425 0.425 4.419 -2.413
C 0.385 1.288 -2.599 3.992 2.010 -1.416
C -0.137 1.553 -4.010 -0.385 0.442 0.100
C -0.943 0.386 -4.634 -0.679 0.563 0.150
C -1.088 -0.862 -3.766 2.321 -3.495 -4.776
C 0.030 -1.747 -3.531 -2.200 -0.191 -5.848
C 1.361 -1.446 -4.216 0.493 -0.270 0.212
C 2.168 -0.260 -3.607 0.502 -0.670 0.182
H 0.695 1.828 -4.685 -0.091 -0.289 0.503
H -0.503 0.153 -5.620 0.014 -0.504 0.463
H -0.772 2.456 -3.993 0.208 -0.492 0.186
H 2.416 0.450 -4.417 -0.357 0.083 0.446
H 2.204 0.690 -1.617 -0.597 -0.335 0.627
H 0.249 2.118 -1.885 0.139 -0.693 0.126
H 3.143 -0.656 -3.283 -0.387 0.167 0.047
H 1.994 -2.350 -4.194 -0.450 0.384 0.116
H -0.178 -2.813 -3.376 -0.169 0.419 0.462
H 1.207 -1.240 -5.293 -0.426 -0.087 0.522
H -1.955 0.764 -4.865 0.388 -0.362 0.265
H -2.085 -1.316 -3.826 0.211 0.075 1.026
P 2.110 2.619 0.260 -0.295 -0.043 -0.171
C 1.634 3.035 1.987 0.067 -0.052 -0.231
H 2.450 3.586 2.471 -0.274 -0.059 0.069
H 1.442 2.092 2.516 0.107 0.357 -0.074
H 0.714 3.636 1.980 0.305 -0.056 0.107
C 3.737 1.802 0.549 -0.140 0.041 -0.031
H 4.447 2.523 0.971 -0.002 -0.268 -0.051
H 4.123 1.411 -0.403 0.092 0.145 0.229
H 3.580 0.954 1.232 0.188 0.387 -0.196
C 2.605 4.231 -0.459 0.033 -0.200 0.151
H 2.904 4.053 -1.502 0.032 0.204 0.275
H 3.439 4.644 0.114 -0.080 0.257 -0.217
H 1.745 4.913 -0.452 0.293 -0.085 0.008
P 0.862 -3.057 -0.698 0.039 -0.780 0.363
C -0.050 -4.570 -1.199 -0.134 0.116 -0.302
H 0.648 -5.403 -1.374 -0.321 0.250 0.105
H -0.616 -4.369 -2.121 0.116 -0.351 0.241
H -0.767 -4.841 -0.410 0.230 0.065 -0.268
C 2.561 -3.339 -1.348 -0.018 0.362 -0.206
H 2.604 -3.148 -2.431 0.065 -0.212 0.383
H 2.865 -4.379 -1.147 -0.155 0.401 -0.045
H 3.263 -2.654 -0.850 -0.224 -0.199 -0.116
C 1.104 -3.367 1.097 -0.157 0.445 -0.002
H 1.573 -4.347 1.265 -0.154 0.258 -0.232
H 0.128 -3.338 1.599 0.286 -0.034 -0.104
H 1.728 -2.566 1.512 -0.152 -0.291 -0.055
N 1.444 -0.091 1.273 -1.583 -1.229 -2.305
C 0.879 -0.354 0.269 1.408 0.743 1.702
```
Forces are in eV/Å.

DFT total energy   -1764.3114 hartree
HOMO-LUMO gap (spin up / spin down)   3.353 / 3.372 eV
Charge   +2
ΔE to the lowest compared entry with this formula, charge and spin   7.9 kcal/mol

***

[6]
2 unconnected molecules or ions with the total composition C5H10N2 in a non-equilibrium geometry. Source: the Open Molecules 2025 dataset; level of theory: ωB97M-V with the def2-TZVPD basis set.

Geometry as XYZ:
```
17
Properties=species:S:1:pos:R:3:forces:R:3
C -0.384 1.198 -1.122 -0.146 -0.001 -0.144
C -1.438 0.179 0.893 -0.251 0.105 0.157
C -0.560 1.310 0.390 -0.234 -0.123 -0.064
C 0.310 0.256 -0.222 2.584 -0.855 0.790
C 2.747 -0.279 0.269 -2.403 0.812 -0.929
N -0.470 -0.797 0.326 -0.057 0.094 0.308
N -0.835 -1.890 -0.447 -0.099 -0.209 -0.425
H -1.205 0.862 -1.744 -0.101 -0.048 -0.036
H 0.210 1.980 -1.568 0.133 0.050 0.032
H -1.498 0.089 1.979 -0.091 0.058 -0.055
H -2.440 0.125 0.454 0.006 -0.047 -0.043
H -0.316 2.197 0.943 0.193 0.126 0.031
H 3.128 -0.190 -0.728 0.266 -0.027 -0.230
H 2.540 -1.254 0.649 -0.081 -0.381 0.193
H 2.917 0.527 0.948 0.148 0.238 0.312
H -1.526 -1.677 -1.169 0.044 0.035 0.213
H -1.180 -2.634 0.150 0.087 0.173 -0.110
```
Forces are in eV/Å.

DFT total energy   -305.7870 hartree
HOMO-LUMO gap (spin up / spin down)   8.410 / 8.293 eV
ΔE to the lowest compared entry with this formula, charge and spin   148.6 kcal/mol